{
  "formula": "C19H23BaN2O6S",
  "method": "ωB97M-V with the def2-TZVPD basis set",
  "species": ["Ba", "O", "C", "C", "N", "C", "C", "O", "O", "C", "C", "O", "O", "H", "H", "H", "H", "H", "H", "H", "H", "H", "C", "C", "S", "O", "C", "C", "H", "H", "H", "H", "H", "H", "H", "H", "H", "H", "N", "C", "C", "C", "C", "C", "C", "C", "C", "C", "H", "H", "H", "H"],
  "coordinates": [[0.080, 0.137, 1.118], [2.713, -0.771, -0.621], [2.718, -2.186, -0.737], [1.899, -2.894, 0.335], [0.546, -2.355, 0.448], [-0.128, -2.796, 1.684], [0.628, -2.250, 2.924], [0.983, -3.045, 3.784], [0.794, -0.974, 2.888], [-0.286, -2.529, -0.742], [-0.733, -1.186, -1.337], [-1.791, -1.190, -1.972], [0.048, -0.184, -1.124], [1.838, -0.464, -0.930], [3.751, -2.517, -0.640], [2.379, -2.485, -1.735], [2.392, -2.761, 1.299], [1.890, -3.973, 0.111], [-0.198, -3.883, 1.756], [-1.155, -2.386, 1.700], [-1.183, -3.112, -0.534], [0.250, -3.045, -1.542], [-2.450, 3.736, -0.890], [-2.913, 2.721, 0.151], [-2.590, 1.038, -0.436], [-2.250, 0.252, 0.839], [-4.278, 0.552, -0.830], [-5.190, 0.465, 0.388], [-2.616, 4.750, -0.525], [-2.986, 3.625, -1.838], [-1.383, 3.618, -1.086], [-3.966, 2.834, 0.403], [-2.307, 2.798, 1.057], [-4.140, -0.420, -1.307], [-4.623, 1.259, -1.591], [-4.643, 0.056, 1.238], [-6.025, -0.203, 0.173], [-5.601, 1.431, 0.678], [-1.297, 10.432, 3.436], [-1.068, 9.333, 3.184], [-0.782, 7.948, 2.866], [-0.959, 6.954, 3.828], [-0.677, 5.636, 3.525], [-0.205, 5.263, 2.252], [-0.036, 6.282, 1.300], [-0.319, 7.601, 1.601], [0.076, 3.902, 1.926], [0.327, 2.722, 1.633], [-1.319, 7.226, 4.811], [-0.811, 4.862, 4.269], [0.328, 6.014, 0.317], [-0.183, 8.374, 0.855]],
  "forces_ev_per_angstrom": [[1.5, 3.2, 1.6], [0.0, -0.3, 0.1], [-0.1, 0.3, 0.0], [-0.1, 0.2, 0.0], [0.0, -1.4, -0.1], [0.1, 0.0, -0.1], [0.0, 0.2, 0.1], [0.0, 0.0, 0.1], [1.0, -2.6, 2.7], [0.1, 0.1, 0.2], [0.1, -0.1, -0.8], [0.1, 0.2, 0.0], [-0.5, -1.2, -3.3], [0.1, -0.1, -0.1], [0.1, 0.0, 0.0], [0.0, 0.0, -0.1], [0.0, 0.0, 0.0], [0.0, -0.1, 0.0], [0.0, -0.1, 0.0], [0.3, -0.1, -0.1], [0.0, -0.1, 0.0], [0.1, -0.1, 0.0], [0.0, 0.0, 0.0], [0.1, 0.2, 0.0], [-0.4, 0.3, 0.7], [-2.4, 0.3, -0.9], [0.0, -0.2, -0.1], [0.0, 0.0, -0.1], [0.0, 0.0, 0.0], [0.0, 0.0, 0.1], [0.0, 0.0, 0.1], [0.0, 0.0, 0.1], [0.0, 0.0, 0.0], [0.0, 0.1, 0.0], [0.0, -0.1, 0.0], [0.0, 0.0, -0.1], [0.0, 0.0, 0.0], [0.0, 0.0, 0.0], [0.0, 0.0, 0.0], [0.1, -0.4, -0.1], [-0.1, 0.4, 0.2], [0.0, 0.0, 0.1], [0.0, -0.1, -0.1], [-0.1, 0.0, 0.0], [0.0, 0.0, 0.0], [0.0, 0.0, -0.1], [0.1, -0.6, -0.1], [-0.1, 2.1, 0.3], [0.0, 0.0, 0.0], [0.0, 0.0, 0.0], [0.0, 0.0, 0.0], [0.0, 0.0, 0.0]],
  "total_charge": -1,
  "e_homo_ev": -5.529,
  "e_tot_ev": -46871.3581,
  "fmax_ev_per_a": 3.90,
  "homo_lumo_gap_ev": 7.78,
  "e_lumo_ev": 2.3
}